[1]
# C23H46ClIN2O12P3

A cluster of 3 separate species, C23H46ClIN2O12P3 in total (the ωB97M-V functional and the def2-TZVPD basis, OMol25).

- E (hartree) = -3698.02681
- orbital gap (eV) = 7.0
- net charge = +1
- highest occupied orbital energy (eV) = -11.36

Geometry as XYZ:
```
88
Properties=species:S:1:pos:R:3:forces:R:3
C -3.662041 -1.578883 -0.006734 -0.3 -0.5 -0.6
O 3.864554 -3.013770 1.707503 0.3 -2.3 -2.2
H 5.214093 -2.486648 3.174896 0.0 0.0 0.0
H 3.549796 -1.930573 3.474256 -0.1 0.0 -0.1
H -4.240093 -2.485846 -0.216021 0.0 0.1 0.1
H 1.374188 3.504608 1.671722 -0.1 -0.3 0.3
H 2.040456 5.049517 0.280406 0.0 0.2 0.0
H 8.362327 -4.426293 -4.008520 0.0 0.0 0.0
O 1.390810 5.046788 -0.433159 -0.7 -0.1 -0.6
C -3.730830 -0.442198 -2.290741 0.1 -0.7 -0.1
H 6.314622 -6.481667 -3.149243 -0.1 0.1 0.1
H -5.923917 3.754883 3.720350 0.0 0.1 -0.1
H -0.494949 -4.386419 2.108592 0.2 0.2 0.0
H 8.129707 -2.718159 -3.602454 0.0 0.0 0.1
H -0.702088 -1.376083 -0.862136 -0.1 0.1 0.3
H 3.737933 -2.917727 -0.420622 -0.1 0.2 -0.2
H -2.669672 -2.202230 -1.781233 0.2 0.1 0.1
O 6.517622 -3.956093 -3.242908 0.4 0.1 0.6
C -3.574506 4.391610 -0.177531 -0.5 0.1 -0.3
O -6.480043 7.461466 0.069895 -0.5 0.3 0.4
H -0.443378 5.975733 -1.780850 0.1 -0.2 0.2
Cl -5.489357 2.437635 -0.495332 0.0 0.3 -0.1
C -1.367334 0.487812 0.038596 1.0 0.1 0.8
N 0.666734 3.054028 1.104156 0.0 0.1 -0.4
O 0.716287 2.853519 -1.540857 -0.7 0.4 -0.3
O 1.403653 -5.175183 2.031052 2.0 -0.7 -1.6
H -1.034201 -1.153419 1.449579 -0.2 0.1 0.2
P 2.500624 -3.935127 2.001590 -2.9 4.2 5.5
C -1.116158 -0.066041 1.467160 0.3 0.1 -0.1
C -5.383862 7.342030 -0.331385 -0.2 -0.7 -0.3
H -3.264896 0.487648 -2.621400 -0.2 0.1 0.2
I -3.856235 8.769807 0.208059 0.0 -0.2 -0.1
H 3.278913 -2.523163 -2.099598 0.1 -0.2 0.0
H 0.197232 -4.499975 0.465920 -0.1 0.1 0.1
H -3.866739 -1.044036 -3.194422 0.0 0.1 0.0
C -4.660160 3.445832 1.953427 -0.6 -0.5 -0.4
C -3.685926 5.532226 -0.977592 -0.2 0.6 -0.5
N -2.342817 3.855575 -0.005071 0.0 0.0 -0.4
O 5.309302 -2.632671 -1.756492 1.7 -0.6 1.8
H -4.418996 -0.816433 0.200911 0.3 0.1 0.3
H 3.955833 -6.021081 4.138439 0.0 0.0 -0.1
C 4.188703 -5.034841 3.741013 0.0 0.1 0.2
C 6.983778 -6.506638 -2.292735 0.2 -0.3 -0.4
H 3.960131 -1.273932 -1.043067 0.2 0.0 0.1
C -1.234853 4.411151 -0.535520 1.0 -0.1 -0.8
H -0.156252 0.279824 1.857480 -0.1 0.1 -0.1
O 4.445154 -4.904881 -2.018067 0.3 0.4 0.8
C -5.030165 6.185386 -1.274370 1.3 -0.3 -0.2
H -5.795512 5.413264 -1.295297 -0.4 0.4 0.1
C 0.123622 -4.981631 1.439299 -0.3 -0.2 -0.4
C -6.024302 3.516323 2.661527 -0.1 -0.3 0.0
H 4.770351 -4.486470 4.481495 0.0 0.0 0.0
C -1.321364 5.536415 -1.325230 -0.5 0.4 -0.2
C 3.992781 -2.333202 -1.299212 -0.5 0.1 0.3
H -4.333319 2.407044 2.001306 0.4 0.2 0.2
P 5.752218 -4.214800 -1.828886 -2.4 -2.2 -5.5
H -6.518707 2.542629 2.618293 0.0 0.1 -0.1
H -3.053879 -1.805032 0.867033 0.0 0.2 0.0
O 1.531228 -2.788559 1.991585 0.1 -0.4 -1.0
H 1.548066 2.363050 -1.457281 -0.1 -0.1 0.0
H -3.367630 1.059659 0.531320 -0.1 0.2 -0.2
H 6.865202 -7.451880 -1.766359 -0.1 0.1 0.1
H -0.331318 -5.963647 1.314370 0.2 -0.1 0.0
H -6.712658 4.218717 2.183097 0.1 0.2 0.2
H -4.959436 6.610203 -2.280584 -0.1 0.0 0.1
C -2.564215 6.106467 -1.568987 0.2 -0.6 0.5
H -2.757179 1.754392 -1.013770 -0.2 0.1 0.1
O -2.160783 2.728814 0.732101 -0.1 0.0 0.2
H 8.401003 -3.918215 -2.311972 0.0 0.0 0.0
H -5.606026 4.553019 0.428521 0.2 0.1 -0.2
C 7.932197 -3.739614 -3.280016 -0.1 0.0 -0.2
H -2.657481 6.976935 -2.205277 0.0 -0.1 0.0
H -1.177818 -0.140850 -1.989961 0.0 -0.2 0.0
H -0.462004 1.055783 -0.192744 -0.1 0.0 -0.2
P 0.455921 3.741838 -0.257939 1.2 -0.3 1.8
O 2.967821 -4.318393 3.512964 0.5 -0.7 -0.6
C -1.464348 -0.614105 -1.038806 -0.7 0.7 -0.6
C -2.510585 1.487018 0.014558 0.1 -0.7 -0.6
H 8.017675 -6.429189 -2.632698 0.0 0.0 0.0
H 4.540930 -1.164215 2.213020 -0.1 -0.1 -0.1
H -4.741295 -0.291539 -1.903999 0.1 0.4 0.0
O 6.715010 -5.463097 -1.358304 0.2 2.3 2.3
H -1.867382 0.274991 2.185715 -0.1 -0.3 -0.1
H -3.912782 4.098081 2.410397 -0.1 0.0 0.0
H 4.783034 -5.134496 2.832205 0.0 0.0 0.0
C -2.855774 -1.246009 -1.284238 0.0 -0.1 0.1
C -4.817567 3.807582 0.455439 0.3 -0.2 1.1
C 4.303324 -2.104350 2.710374 0.3 0.0 0.4
```
Positions in Å, forces in eV/Å.

***

[2]
# C23H46IN2O7S

A cluster of 6 separate species, C23H46IN2O7S in total (the ωB97M-V functional and the def2-TZVPD basis, OMol25).

- E (hartree) = -2235.62820
- orbital gap (eV) = 8.2
- net charge = +1
- highest occupied orbital energy (eV) = -11.30

Geometry as XYZ:
```
80
Properties=species:S:1:pos:R:3:forces:R:3
I 1.246649 0.324723 -7.469164 0.9 -0.7 0.9
C 2.060267 -0.435210 -4.577552 0.0 2.8 -2.0
H -1.278415 -3.734060 -5.183438 1.9 1.0 1.4
C 5.886251 0.006407 2.055560 0.1 0.3 -0.4
H -4.514473 -1.613913 3.166519 0.2 0.0 0.2
H -0.903501 -1.585571 8.408320 -0.1 0.2 0.0
H 3.634466 -1.147662 3.362503 0.2 0.0 0.2
N 2.005366 -2.378854 -6.395610 0.1 0.9 1.6
H -3.503415 4.988067 2.944944 -0.2 0.1 -0.1
O -0.726522 -3.570874 -3.108450 -2.0 2.5 -0.7
H -4.884962 4.094055 0.163463 -0.1 0.1 0.2
H 4.263850 0.182760 4.389422 0.0 -0.2 0.0
H 2.344941 0.810091 -0.433254 -0.1 0.2 0.1
H 1.185581 -4.906199 -3.949305 -0.6 1.1 -1.9
H -0.946283 -0.903413 -1.710024 -1.6 -0.9 -1.8
C -1.933900 -2.779022 -2.789380 -5.6 -2.6 0.9
H -2.264412 1.735278 7.086810 -0.1 0.0 0.2
C -4.413987 -0.530523 3.269539 -0.4 0.3 -0.1
C -2.965867 0.897252 7.081943 -0.2 -0.1 -0.4
C -0.378471 -3.319888 -4.518304 -0.5 -1.3 -1.5
H 1.613903 -1.545179 -2.829091 0.5 0.1 -0.6
H -3.838063 2.679166 -0.085485 -0.1 0.3 0.3
H -3.838127 6.116847 1.590493 -0.1 -0.1 0.2
H 1.030440 -2.443760 -6.761688 1.2 0.2 0.7
H -2.267372 -1.540116 1.693750 0.1 0.0 0.2
H -2.803424 -0.812082 -2.032902 1.9 -0.8 -1.2
O -3.131053 -3.392111 -2.688907 8.3 4.0 -0.7
H 3.049250 -4.152118 -5.707854 -1.4 1.7 1.3
H -0.618475 0.165570 8.518887 -0.2 0.1 0.2
H 6.510952 0.256656 2.916667 0.0 -0.2 0.0
C 3.018409 -2.696224 -3.954341 0.1 -2.7 1.3
C 3.734952 -0.064271 3.465522 -0.4 0.3 -0.1
C -2.213698 -0.400425 7.209774 0.0 -1.1 -1.0
H -0.432413 3.390261 -0.938802 0.2 0.2 0.1
S 4.896822 -2.503876 -4.136519 -0.6 0.0 0.7
O -2.269817 -1.260101 6.332006 0.1 1.1 1.0
H -3.515988 0.906077 6.135105 0.1 0.0 0.2
C -2.262687 -0.459845 1.859577 0.1 0.2 -0.4
C 0.282575 3.292915 -1.759632 -0.1 -0.4 -0.5
H -0.267546 3.301738 -2.706471 0.1 0.0 0.2
H 3.184739 -0.922155 -2.885855 -1.3 -0.7 -0.7
H -1.637987 -0.209595 2.720683 0.0 -0.2 0.0
C -2.928992 4.267628 1.013641 0.8 -0.3 -0.6
H 0.931393 -0.108686 -4.534242 2.4 -1.0 0.2
H -3.885089 -0.283492 4.193439 0.1 -0.3 0.0
H -5.414868 -0.087967 3.309522 0.2 -0.1 -0.1
C 4.480851 0.495076 2.283646 -0.6 1.0 -0.8
H 2.699115 0.555406 -4.404989 -1.6 -2.2 -0.4
H 2.629967 2.561233 -0.322689 -0.2 0.0 0.2
H -3.680854 0.994600 7.902773 0.2 0.2 0.0
O -1.819674 4.027893 0.539711 -1.0 0.3 0.6
C 1.858301 1.790146 -0.388556 -0.1 -0.4 -0.5
H 0.702200 -4.893846 -5.851770 0.5 1.4 2.4
H -4.550181 2.965217 1.517956 -0.1 0.3 -0.2
C -1.390140 -0.605517 8.453020 0.1 -0.5 -0.1
H 5.881567 -1.073865 1.889733 0.1 0.0 0.2
H -2.176486 5.889947 2.179677 -0.2 -0.1 0.0
C 1.034743 1.995236 -1.631802 -0.1 0.0 -0.2
O 3.961907 1.319819 1.533203 0.7 -1.0 0.9
C -1.791394 -1.168963 -2.504534 0.2 -0.2 0.3
H -2.034976 -0.575105 9.334931 0.1 0.2 0.0
C -3.132756 5.388220 1.997928 0.6 0.1 0.0
H -0.262118 -2.182118 -4.780138 0.0 -2.0 0.7
H -1.539391 -0.576435 -3.496240 -0.6 -1.3 2.0
H 0.984030 4.130941 -1.754766 -0.1 0.0 0.2
O -4.187032 0.853568 1.337220 0.7 -1.5 0.9
N 2.427209 -1.392774 -3.465700 0.6 0.4 0.6
C 0.928368 -4.242007 -4.877781 0.4 0.9 -0.3
O 0.978625 1.135560 -2.509569 0.1 0.1 0.5
H 3.572100 -0.808439 -6.345207 -2.4 -0.3 0.6
H 6.300858 0.495461 1.167726 -0.1 -0.1 0.2
H 1.213466 1.820557 0.493357 0.2 0.2 0.0
H 5.393360 -2.629464 -2.810020 -1.1 0.0 -1.4
C -4.134946 3.451654 0.631762 0.4 0.1 -0.4
H -1.848081 0.029211 0.971743 -0.1 0.0 0.2
C 2.285522 -3.346237 -5.268305 0.2 -1.6 -0.4
H 2.734071 0.378285 3.505505 0.2 -0.1 0.0
H 2.876181 -3.477695 -3.063193 0.2 1.7 -2.0
C 2.432676 -0.962691 -6.084115 0.0 -0.4 0.2
C -3.668087 0.028825 2.087663 -0.8 0.9 -0.7
```
Positions in Å, forces in eV/Å.

***

Number 1: E_LUMO -0.159 hartree. Number 2: E_LUMO -0.112 hartree.